[1]
Entry from OMol25: C16H28ClN4O4Pd as an isolated structure (ωB97M-V/def2-TZVPD).

The HOMO energy (alpha / beta) is -13.37 / -13.36 eV. The largest force on an atom is 5.2 eV/Å. Its net charge is +1. The calculated total energy is -47176.3370 eV. The lowest unoccupied orbital energy (alpha / beta) comes out at -5.57 / -9.85 eV. The spin multiplicity is 3. The molar mass comes out at 482.30 g mol⁻¹.

Each line ends with the natural charge from an NBO analysis.
Cartesian coordinates (Å):
Pd 2.1342 1.3499 2.6921  0.965
Cl -0.7291 -0.4205 1.1157  2.494
O -1.7544 0.5612 1.0986  -0.710
O -0.6654 -1.1218 -0.1806  -0.527
O 0.5081 0.1818 1.2966  -0.710
O -0.9389 -1.1564 2.3446  -0.575
C 1.0589 2.0416 -3.5453  -0.610
C -0.4838 2.2050 -3.4454  -0.386
C -1.0853 2.2799 -2.0488  -0.521
C -0.9136 3.5115 -1.2611  0.301
N -0.8502 4.4813 -0.5754  -0.347
H 1.3864 1.7395 -4.5400  0.231
H 1.3872 1.2683 -2.8509  0.182
H 1.5921 2.9592 -3.2964  0.218
H -0.8900 1.2845 -3.8648  0.212
H -0.7849 2.9904 -4.1388  0.226
H -0.6546 1.3885 -1.5929  0.230
H -2.1442 2.0239 -2.0141  0.264
C 1.2527 -1.3987 -4.5669  -0.617
C 2.4486 -1.3139 -3.5478  -0.386
C 2.1611 -1.9983 -2.1826  -0.521
C 1.6455 -3.3645 -2.3021  0.269
N 1.2633 -4.4624 -2.3709  -0.303
H 1.5664 -1.4310 -5.6103  0.238
H 0.6338 -0.5133 -4.4216  0.196
H 0.5539 -2.1681 -4.2386  0.223
H 2.7585 -0.2861 -3.3588  0.209
H 3.3347 -1.8341 -3.9118  0.222
H 1.6096 -1.3311 -1.5203  0.222
H 2.9899 -2.1385 -1.4886  0.257
C 0.0517 -6.0787 1.8188  -0.615
C 0.1971 -4.6383 2.3204  -0.383
C 1.2152 -3.8170 1.4779  -0.530
C 2.5427 -4.4301 1.6493  0.274
N 3.6383 -4.8766 1.7809  -0.299
H 0.3019 -6.1042 0.7582  0.217
H -0.9649 -6.4076 2.0342  0.223
H 0.7622 -6.6368 2.4286  0.218
H 0.4825 -4.8230 3.3560  0.218
H -0.7524 -4.1151 2.4344  0.202
H 1.0295 -2.7997 1.8224  0.221
H 0.9394 -3.6086 0.4442  0.255
C -2.3235 5.6096 4.2322  -0.614
C -3.1158 4.3994 3.7869  -0.370
C -2.3690 3.6414 2.6179  -0.561
C -1.0316 3.1602 2.9822  0.467
N 0.0447 2.8220 3.0581  -0.517
H -2.7926 5.9579 5.1524  0.227
H -2.2937 6.4056 3.4882  0.217
H -1.2900 5.3793 4.4909  0.200
H -4.1043 4.7770 3.5255  0.234
H -3.1004 3.7173 4.6370  0.206
H -2.4040 4.2808 1.7358  0.290
H -3.0534 2.8572 2.2944  0.272

Forces on the atoms, in the same order (eV/Å):
-1.21 0.93 0.30
-5.20 0.17 0.16
0.04 -0.17 -1.00
0.21 0.09 2.00
4.41 1.26 -0.18
0.59 -1.36 -1.05
-0.52 0.37 0.66
0.63 -0.22 -1.29
0.16 -0.37 -0.01
0.38 3.09 2.54
-0.18 -3.73 -2.60
-0.26 0.05 -0.03
0.06 -0.06 0.09
-0.05 0.06 0.07
-0.21 -0.03 -0.08
-0.22 0.20 0.31
0.32 0.32 0.86
-0.20 0.36 -0.42
0.27 0.76 1.66
0.10 -0.88 -0.07
0.19 0.27 0.33
-1.17 -1.40 0.03
0.64 1.86 0.12
-0.10 -0.35 0.23
0.13 0.33 -0.24
0.34 -0.58 -0.64
-0.07 -0.04 -0.06
-0.07 0.07 -0.42
-1.18 -0.27 -0.27
1.01 0.13 -0.65
-0.06 0.72 0.20
-0.37 -0.58 -0.19
-1.10 -0.01 1.23
4.13 -0.50 0.10
-4.41 1.65 -0.46
-0.23 -0.52 0.03
0.16 -0.35 -0.28
-0.09 -0.55 -0.56
0.67 0.97 0.08
-0.07 0.13 -0.58
1.36 0.29 0.79
0.00 -1.27 -0.39
0.15 0.31 0.41
1.85 -0.17 -0.12
-2.15 0.76 0.66
-2.49 1.03 -1.47
3.01 -1.62 0.35
0.09 0.42 -0.09
-0.16 0.03 0.04
0.08 -0.16 -0.02
-0.06 -0.78 -0.25
-0.73 -0.09 -0.03
1.05 0.19 -0.02
0.54 -0.73 0.24

[2]
Entry from OMol25: one molecule with the formula C3H4S2 (ωB97M-V/def2-TZVPD).

The HOMO energy is -7.74 eV. The largest force on an atom is 4.4 eV/Å. The energy relative to the best compared isomer or geometry (same formula, charge and spin) comes out at 229.2 kJ/mol. Its net charge is 0. The calculated total energy is -24843.2661 eV. The lowest unoccupied orbital energy comes out at 0.53 eV. As for the SMILES: C1=CSCS1. The molar mass comes out at 104.20 g mol⁻¹.

Each line ends with the natural charge from an NBO analysis.
Cartesian coordinates (Å):
C 0.3800 1.3452 0.1062  -0.373
C -0.9287 1.2374 -0.0605  -0.434
S -1.4417 -0.3964 0.0017  0.210
C 0.3048 -1.4706 -0.0164  -0.638
S 1.5107 -0.0182 -0.0342  0.227
H 1.2776 2.0052 0.1007  0.243
H -1.5905 2.0806 -0.1765  0.262
H 0.2224 -1.8303 1.2449  0.250
H 0.4496 -2.2934 -0.8249  0.254

Forces on the atoms, in the same order (eV/Å):
3.28 -0.32 -0.67
1.82 0.33 0.46
-0.30 -2.72 -0.72
-1.19 1.24 3.62
-1.29 -1.91 0.00
-2.02 1.53 0.06
-0.30 -0.20 0.05
0.50 0.38 -4.35
-0.50 1.68 1.55

[3]
Entry from OMol25: a 2-piece molecular cluster, C9H14 overall (ωB97M-V/def2-TZVPD).

The HOMO energy is -9.01 eV. The largest force on an atom is 2.6 eV/Å. The energy relative to the best compared isomer or geometry (same formula, charge and spin) comes out at 73.5 kJ/mol. Its net charge is 0. The calculated total energy is -9559.4193 eV. The lowest unoccupied orbital energy comes out at 1.05 eV. As for the SMILES: Cc1ccccc1.CC. The molar mass comes out at 122.21 g mol⁻¹.

Each line ends with the natural charge from an NBO analysis.
Cartesian coordinates (Å):
C -0.4644 -2.4133 -0.0757  -0.629
C -0.0013 -1.2644 -0.8969  -0.015
C 1.3501 -1.0118 -0.9426  -0.223
C 1.8870 0.0825 -1.6385  -0.201
C 0.9240 0.8451 -2.2940  -0.223
C -0.4375 0.6015 -2.2436  -0.202
C -0.9714 -0.4371 -1.4873  -0.215
H -1.0643 -2.1539 0.8040  0.217
H 0.3986 -2.9485 0.3203  0.210
H -1.0809 -3.1169 -0.6508  0.218
H 2.0089 -1.5610 -0.2688  0.208
H 2.8767 0.4985 -1.5111  0.220
H 1.2109 1.8154 -2.7096  0.205
H -1.0533 1.3935 -2.6643  0.208
H -2.0327 -0.4518 -1.3641  0.220
C -0.9986 1.7128 1.9615  -0.622
C 0.1270 0.8676 2.4677  -0.620
H -0.7362 2.7687 1.9506  0.208
H -1.3376 1.5713 0.9331  0.210
H -1.9426 1.4619 2.4781  0.205
H 0.5446 1.2362 3.4000  0.207
H -0.1161 -0.1658 2.7215  0.202
H 0.9091 0.6694 1.7106  0.211

Forces on the atoms, in the same order (eV/Å):
-0.21 -1.00 0.64
-1.63 -0.34 0.56
1.50 0.78 0.10
-1.99 0.13 0.31
0.90 1.11 -0.17
-0.40 0.46 0.35
2.18 0.91 -0.97
0.00 0.35 -0.20
-0.06 -0.21 -0.08
0.23 0.11 0.03
-0.19 -0.25 -0.35
0.19 -0.53 -0.15
0.10 -0.43 -0.21
-0.22 -0.38 -0.07
-0.41 -0.69 0.26
-1.41 -0.02 -0.54
1.03 -1.42 -0.44
-0.26 0.13 0.61
0.67 -0.60 -0.30
0.47 0.76 0.40
0.28 0.39 -0.12
-0.74 -0.02 -0.03
-0.03 0.74 0.36